[1]
This record from the OMol25 dataset describes a single C4H6FNOS molecule. The level of theory is ωB97M-V/def2-TZVPD.

Calculated values
- Energy relative to the best compared isomer or geometry (same formula, charge and spin): 3.571 eV
- Max |F|: 9.02 eV/Å
- SMILES: NC(=S)[C@]1(O)C[C@H]1F
- E_HOMO: -8.491 eV
- Frontier orbital gap: 0.3290 Ha
- Energy: -21332.3338 eV

```
! RIJCOSX wB97M-V def2-TZVPD def2/J DEFGRID3
* xyz 0 1
N -0.204 -1.350 -1.764
C -0.391 -1.158 -0.413
S -1.475 -2.019 0.482
C 0.121 0.119 -0.063
O 0.691 0.638 -1.109
C 0.802 0.302 1.409
C -0.493 0.880 1.049
F -0.339 2.168 0.743
H 0.011 -0.562 -2.382
H -0.575 -2.310 -1.914
H 0.814 1.785 -0.924
H 1.644 1.158 1.217
H 0.925 -0.399 2.157
H -1.532 0.748 1.512
*
```

***

[2]
This record from the OMol25 dataset describes a molecular structure, C4H6FNaO4. The level of theory is ωB97M-V/def2-TZVPD.

Calculated values
- Energy relative to the best compared isomer or geometry (same formula, charge and spin): 0.000 eV
- Max |F|: 3.65 eV/Å
- E_HOMO: -9.929 eV
- Frontier orbital gap: 0.3632 Ha
- Energy: -19569.2974 eV

```
! RIJCOSX wB97M-V def2-TZVPD def2/J DEFGRID3
* xyz 0 1
O -1.329 0.348 -0.172
C -0.922 1.225 -1.002
C 0.594 1.317 -0.968
O 0.932 1.044 0.382
C 0.525 -0.176 0.856
O 1.069 -1.180 0.154
O 0.265 -0.254 2.060
C 0.441 -2.453 0.317
H 0.938 2.323 -1.238
F -1.616 2.802 0.211
H -1.388 1.285 -1.999
H 1.028 0.576 -1.655
H 0.909 -3.118 -0.415
H 0.594 -2.826 1.337
H -0.639 -2.367 0.142
Na -1.399 1.453 1.990
*
```

***

[3]
This record from the OMol25 dataset describes a molecular structure, C4H6FeO7. The level of theory is ωB97M-V/def2-TZVPD.

Calculated values
- Max |F|: 2.43 eV/Å
- E_HOMO (spin up / spin down): -7.005 / -9.993 eV
- Frontier orbital gap (spin up / spin down): 0.2647 / 0.2058 Ha
- Energy: -52961.2030 eV

```
! RIJCOSX wB97M-V def2-TZVPD def2/J DEFGRID3
* xyz 0 7
O -7.984 0.502 -7.117
C -8.000 0.296 -5.872
O -9.075 0.371 -5.214
O -6.847 0.028 -5.281
O -5.555 -1.352 -2.266
C -5.449 -0.635 -3.464
C -6.853 -0.234 -3.875
Fe -9.971 0.767 -6.943
H -4.996 -1.245 -4.266
H -4.829 0.269 -3.341
H -7.170 0.665 -3.332
H -7.558 -1.047 -3.654
C -4.916 0.897 0.328
O -4.351 1.830 -0.265
O -6.286 0.959 0.455
H -6.511 1.841 0.773
O -4.405 -0.117 0.865
H -4.800 -1.127 -1.648
*
```

***

[4]
This record from the OMol25 dataset describes 2 unconnected molecules or ions with the total composition C4H6I2S. The level of theory is ωB97M-V/def2-TZVPD.

Calculated values
- Energy relative to the best compared isomer or geometry (same formula, charge and spin): 1.044 eV
- Max |F|: 2.64 eV/Å
- E_HOMO (spin up / spin down): -8.670 / -7.618 eV
- Frontier orbital gap (spin up / spin down): 0.2620 / 0.1928 Ha
- Energy: -31279.1557 eV

```
! RIJCOSX wB97M-V def2-TZVPD def2/J DEFGRID3
* xyz 0 1
C 0.814 0.521 -1.091
C 1.289 0.009 -2.211
C -0.747 0.393 0.870
C 0.083 -0.323 -0.196
S 0.021 -2.025 -0.427
I 2.499 1.026 -3.604
I 2.860 -0.346 1.264
H 0.846 1.594 -0.891
H 0.975 -0.976 -2.574
H -0.190 1.217 1.440
H -1.745 0.713 0.452
H -0.845 -0.053 1.868
H -1.240 -2.035 0.006
*
```

***

[5]
This record from the OMol25 dataset describes a gas-phase ion, C4H6IN2 (charge +1). The level of theory is ωB97M-V/def2-TZVPD.

Calculated values
- Energy relative to the best compared isomer or geometry (same formula, charge and spin): 3.300 eV
- Max |F|: 1.65 eV/Å
- E_HOMO (spin up / spin down): -12.550 / -11.956 eV
- Frontier orbital gap (spin up / spin down): 0.2762 / 0.2559 Ha
- Energy: -15315.8978 eV

```
! RIJCOSX wB97M-V def2-TZVPD def2/J DEFGRID3
* xyz 1 1
C 0.283 -0.763 0.948
C -0.954 -0.718 1.457
C 0.602 -0.170 -0.314
C -1.354 1.224 -0.349
N -0.293 0.641 -0.923
N 1.768 -0.410 -0.921
I -1.801 -1.068 3.251
H 1.056 -1.402 1.365
H -2.222 1.449 -0.943
H -1.302 1.540 0.676
H -0.237 0.687 -1.940
H 2.421 -1.074 -0.536
H 2.032 0.063 -1.771
*
```

***

[6]
This record from the OMol25 dataset describes a gas-phase ion, C4H6IN2 (charge +1). The level of theory is ωB97M-V/def2-TZVPD.

Calculated values
- Energy relative to the best compared isomer or geometry (same formula, charge and spin): 1.699 eV
- Max |F|: 3.60 eV/Å
- SMILES: C[n+]1cc(I)c[nH]1
- E_HOMO: -13.201 eV
- Frontier orbital gap: 0.3379 Ha
- Energy: -15317.4993 eV

```
! RIJCOSX wB97M-V def2-TZVPD def2/J DEFGRID3
* xyz 1 1
C 1.005 -0.448 -0.614
N 0.067 0.229 0.203
C 0.262 1.313 0.978
C -1.047 1.702 1.531
I -1.182 3.302 3.014
C -1.933 0.764 1.028
N -1.248 -0.127 0.299
H 0.859 -1.616 -0.606
H 0.975 0.149 -1.656
H 2.033 -0.204 -0.173
H 1.240 1.715 1.054
H -2.983 0.580 1.343
H -1.747 -0.921 0.101
*
```

***

[7]
This record from the OMol25 dataset describes 2 unconnected molecules or ions with the total composition C4H6INO. The level of theory is ωB97M-V/def2-TZVPD.

Calculated values
- Energy relative to the best compared isomer or geometry (same formula, charge and spin): 5.907 eV
- Max |F|: 2.96 eV/Å
- E_HOMO (spin up / spin down): -8.215 / -8.201 eV
- Frontier orbital gap (spin up / spin down): 0.2431 / 0.2402 Ha
- Energy: -15877.9106 eV

```
! RIJCOSX wB97M-V def2-TZVPD def2/J DEFGRID3
* xyz 0 1
C -0.255 2.274 -0.560
C 0.086 1.285 0.280
C 0.488 0.045 -0.235
C -0.694 -2.037 0.398
N 0.403 -1.288 -0.137
O 0.159 -0.476 -1.399
I 3.383 0.217 0.253
H -0.707 3.117 -0.119
H -0.243 2.106 -1.639
H 0.193 1.607 1.267
H -1.833 -1.665 0.304
H -0.625 -3.190 0.071
H -0.355 -1.996 1.515
*
```

***

[8]
This record from the OMol25 dataset describes a single C4H6INO molecule. The level of theory is ωB97M-V/def2-TZVPD.

Calculated values
- Energy relative to the best compared isomer or geometry (same formula, charge and spin): 1.167 eV
- Max |F|: 2.90 eV/Å
- SMILES: C[C@@]1(I)CC(=O)N1
- E_HOMO: -9.591 eV
- Frontier orbital gap: 0.3693 Ha
- Energy: -15882.6507 eV

```
! RIJCOSX wB97M-V def2-TZVPD def2/J DEFGRID3
* xyz 0 1
C 0.716 -0.369 1.355
C 0.344 -0.453 -0.091
I 1.290 -2.026 -1.145
C -1.160 -0.259 -0.464
C -0.733 1.107 -0.970
O -1.256 2.009 -1.540
N 0.589 0.835 -0.772
H 0.205 -1.239 1.753
H 0.222 0.517 1.864
H 1.843 -0.372 1.658
H -1.770 -0.111 0.389
H -1.765 -0.858 -1.255
H 1.475 1.219 -0.783
*
```

***

[9]
This record from the OMol25 dataset describes 2 unconnected molecules or ions with the total composition C4H6INO. The level of theory is ωB97M-V/def2-TZVPD.

Calculated values
- Energy relative to the best compared isomer or geometry (same formula, charge and spin): 3.712 eV
- Max |F|: 3.60 eV/Å
- E_HOMO: -8.290 eV
- Frontier orbital gap: 0.2917 Ha
- Energy: -15880.1052 eV

```
! RIJCOSX wB97M-V def2-TZVPD def2/J DEFGRID3
* xyz 0 1
C -0.862 -0.310 -0.252
C -2.640 -0.384 -1.494
C 1.822 -0.121 0.958
C 0.997 1.185 0.492
N -0.321 0.789 -0.015
O -3.105 0.386 -2.214
I -3.385 -2.497 -1.311
H -0.710 -1.414 -0.124
H 1.233 -0.658 1.610
H 1.896 -0.770 0.117
H 2.801 0.178 1.296
H 1.535 1.608 -0.398
H 0.739 2.008 1.336
*
```

***

[10]
This record from the OMol25 dataset describes 2 unconnected molecules or ions with the total composition C4H6INS. The level of theory is ωB97M-V/def2-TZVPD.

Calculated values
- Energy relative to the best compared isomer or geometry (same formula, charge and spin): 2.971 eV
- Max |F|: 3.13 eV/Å
- E_HOMO: -8.175 eV
- Frontier orbital gap: 0.2808 Ha
- Energy: -24667.4862 eV

```
! RIJCOSX wB97M-V def2-TZVPD def2/J DEFGRID3
* xyz 0 1
C -1.565 2.250 -0.512
C -0.901 0.177 0.302
C 0.229 -0.497 0.371
C 0.600 -1.874 0.036
N -1.087 1.575 0.461
S 2.183 1.042 0.706
I 3.865 -0.475 0.228
H -1.742 3.388 -0.323
H -2.107 1.825 -1.448
H -1.737 -0.634 0.271
H 0.020 -2.669 0.481
H 1.577 -2.139 0.426
H 0.664 -1.966 -0.998
*
```

***

[11]
This record from the OMol25 dataset describes a single C4H6INSe molecule. The level of theory is ωB97M-V/def2-TZVPD.

Calculated values
- Energy relative to the best compared isomer or geometry (same formula, charge and spin): 1.284 eV
- Max |F|: 3.38 eV/Å
- E_HOMO (spin up / spin down): -7.730 / -7.728 eV
- Frontier orbital gap (spin up / spin down): 0.2688 / 0.2687 Ha
- Energy: -79177.3762 eV

```
! RIJCOSX wB97M-V def2-TZVPD def2/J DEFGRID3
* xyz 0 1
C -1.796 0.258 0.671
C 1.198 1.043 -1.492
C 1.232 -0.471 0.816
C -2.019 -0.995 1.114
N -1.281 1.254 0.311
Se 0.962 1.192 0.465
I -2.540 -2.487 -0.423
H 2.327 1.271 -1.623
H 0.836 0.058 -1.881
H 0.740 1.863 -1.891
H 1.903 -0.647 1.723
H 0.994 -1.170 0.065
H -2.558 -1.168 2.147
*
```

***

[12]
This record from the OMol25 dataset describes a molecular structure, C4H6InLiO2. The level of theory is ωB97M-V/def2-TZVPD.

Calculated values
- Max |F|: 9.33 eV/Å
- E_HOMO (spin up / spin down): -21.897 / -23.609 eV
- Frontier orbital gap (spin up / spin down): 0.2118 / 0.2665 Ha
- Energy: -13680.2955 eV

```
! RIJCOSX wB97M-V def2-TZVPD def2/J DEFGRID3
* xyz 3 2
O 2.087 0.919 -0.502
C 1.578 1.128 0.680
C 0.229 1.155 0.982
Li 3.822 1.121 0.211
In 1.330 -0.153 -1.808
H -0.052 1.023 2.029
H -0.358 1.713 0.234
C -1.513 -0.806 -0.177
C -0.210 -1.301 -0.171
O -2.267 -0.527 -1.224
H -1.932 -0.539 0.798
H 0.396 -1.584 0.693
H -0.133 -2.239 -0.740
H -2.977 0.089 -1.004
*
```

***

[13]
This record from the OMol25 dataset describes a molecular structure, C4H6LiN2O8S2. The level of theory is ωB97M-V/def2-TZVPD.

Calculated values
- Max |F|: 8.81 eV/Å
- E_HOMO: 3.767 eV
- Frontier orbital gap: 0.1269 Ha
- Energy: -45477.6223 eV

```
! RIJCOSX wB97M-V def2-TZVPD def2/J DEFGRID3
* xyz -3 1
Li 6.229 6.553 8.152
S 4.330 7.635 9.390
O 4.240 7.237 7.979
O 4.322 9.106 9.450
O 3.454 7.038 10.284
O 5.725 7.355 9.934
S 7.009 4.447 9.037
O 8.471 4.178 8.636
O 6.206 4.840 7.751
O 6.437 3.434 9.897
O 6.948 5.654 9.832
C 4.101 3.545 6.019
C 4.051 3.648 4.558
N 4.023 3.818 3.451
H 3.617 2.563 6.230
H 3.576 4.309 6.539
H 5.103 3.576 6.446
C 4.813 7.013 4.989
C 6.011 7.417 5.770
N 6.972 7.746 6.366
H 4.003 7.611 5.354
H 4.528 5.986 5.202
H 4.982 7.153 3.945
*
```

***

[14]
This record from the OMol25 dataset describes a molecular structure, C4H6LiO7. The level of theory is ωB97M-V/def2-TZVPD.

Calculated values
- Energy relative to the best compared isomer or geometry (same formula, charge and spin): 0.127 eV
- Max |F|: 3.53 eV/Å
- E_HOMO: -4.044 eV
- Frontier orbital gap: 0.2095 Ha
- Energy: -18785.3303 eV

```
! RIJCOSX wB97M-V def2-TZVPD def2/J DEFGRID3
* xyz -1 1
O -1.328 -0.072 2.417
C -0.513 0.848 2.735
O -0.215 1.766 1.909
O 0.138 0.789 3.880
Li -1.585 0.965 0.785
O 2.432 -0.008 5.824
C 1.067 -0.337 5.952
C 0.475 -0.707 4.610
H 2.746 0.382 6.643
H 0.490 0.489 6.401
H 0.916 -1.171 6.657
H 1.241 -0.990 3.873
H -0.557 -1.045 4.776
O 0.717 -3.346 4.632
C 0.411 -4.260 3.818
O -0.487 -4.254 2.968
O 1.266 -5.329 3.859
H 1.053 -5.907 3.118
*
```

***

[15]
This record from the OMol25 dataset describes a molecular structure, C4H6Mg2O5. The level of theory is ωB97M-V/def2-TZVPD.

Calculated values
- Energy relative to the best compared isomer or geometry (same formula, charge and spin): 0.000 eV
- Max |F|: 3.83 eV/Å
- E_HOMO (spin up / spin down): -12.387 / -11.090 eV
- Frontier orbital gap (spin up / spin down): 0.2661 / 0.1383 Ha
- Energy: -25360.7280 eV

```
! RIJCOSX wB97M-V def2-TZVPD def2/J DEFGRID3
* xyz 1 2
C 3.231 -0.302 0.798
O 2.547 0.051 1.716
O 4.163 -0.963 0.562
Mg 2.893 -0.325 3.839
O -2.401 -0.029 1.433
O 0.368 -1.211 -0.147
C 0.519 -0.357 -1.206
C -0.916 0.135 -1.467
O -1.298 0.909 -0.328
C -2.606 0.672 0.293
Mg -0.500 -0.297 1.320
H 1.741 -0.741 -1.428
H 1.061 0.579 -1.472
H -1.609 -0.717 -1.565
H -0.948 0.764 -2.369
H -3.013 1.683 0.477
H -3.233 0.151 -0.456
*
```

***

[16]
This record from the OMol25 dataset describes a molecular structure, C4H6MgO3. The level of theory is ωB97M-V/def2-TZVPD.

Calculated values
- Energy relative to the best compared isomer or geometry (same formula, charge and spin): 0.000 eV
- Max |F|: 4.75 eV/Å
- E_HOMO: -19.947 eV
- Frontier orbital gap: 0.3345 Ha
- Energy: -15812.5326 eV

```
! RIJCOSX wB97M-V def2-TZVPD def2/J DEFGRID3
* xyz 2 1
H -3.141 0.272 0.823
O -0.734 0.211 0.063
C 0.627 0.090 -0.119
O 1.325 -0.555 0.645
Mg 0.384 -1.636 2.075
O 0.974 0.782 -1.124
C 2.374 1.087 -1.331
H 2.785 1.527 -0.417
H 2.899 0.164 -1.601
H 2.387 1.803 -2.154
C -1.316 -0.631 0.891
C -2.730 -0.746 0.691
H -3.048 -1.218 -0.244
H -2.787 -1.149 1.802
*
```

***

[17]
This record from the OMol25 dataset describes a gas-phase ion, C4H6N (charge +1). The level of theory is ωB97M-V/def2-TZVPD.

Calculated values
- Energy relative to the best compared isomer or geometry (same formula, charge and spin): 3.985 eV
- Max |F|: 2.50 eV/Å
- E_HOMO: -16.418 eV
- Frontier orbital gap: 0.3932 Ha
- Energy: -5722.8156 eV

```
! RIJCOSX wB97M-V def2-TZVPD def2/J DEFGRID3
* xyz 1 1
C -0.506 -0.359 0.107
C -0.139 -0.489 -1.330
C 0.715 0.445 -0.624
C -0.350 0.153 1.583
N -1.247 -0.807 1.034
H 0.444 -1.320 -1.599
H -0.869 -0.203 -2.105
H 1.721 0.051 -0.531
H 0.615 1.533 -0.608
H 0.233 -0.232 2.420
H -0.618 1.227 1.653
*
```

***

[18]
This record from the OMol25 dataset describes a gas-phase ion, C4H6N (charge +1). The level of theory is ωB97M-V/def2-TZVPD.

Calculated values
- Energy relative to the best compared isomer or geometry (same formula, charge and spin): 3.719 eV
- Max |F|: 5.10 eV/Å
- E_HOMO: -15.033 eV
- Frontier orbital gap: 0.3285 Ha
- Energy: -5723.0814 eV

```
! RIJCOSX wB97M-V def2-TZVPD def2/J DEFGRID3
* xyz 1 1
C -0.726 1.249 -0.111
C 0.446 0.774 -0.043
C -1.538 -1.097 -0.020
C 1.653 0.083 0.053
N -1.444 0.096 0.232
H -1.200 2.243 -0.106
H -0.618 -1.686 -0.494
H -2.430 -1.750 0.144
H 2.266 0.672 0.645
H 2.025 0.169 -0.958
H 1.565 -0.753 0.657
*
```

***

[19]
This record from the OMol25 dataset describes 2 unconnected molecules or ions with the total composition C4H6N2. The level of theory is ωB97M-V/def2-TZVPD.

Calculated values
- Energy relative to the best compared isomer or geometry (same formula, charge and spin): 0.944 eV
- Max |F|: 6.42 eV/Å
- E_HOMO (spin up / spin down): 0.974 / -7.826 eV
- Frontier orbital gap (spin up / spin down): 0.0927 / 0.4149 Ha
- Energy: -7223.2465 eV

```
! RIJCOSX wB97M-V def2-TZVPD def2/J DEFGRID3
* xyz -1 2
C 0.902 2.597 -1.668
C 1.195 1.296 -0.941
N 1.420 0.334 -0.350
H -0.045 2.480 -2.195
H 1.590 2.751 -2.499
H 0.613 3.362 -0.947
C -0.973 -1.804 1.795
C -0.914 -2.805 0.690
N -0.894 -3.555 -0.258
H -0.353 -0.923 1.626
H -0.528 -2.159 2.724
H -2.013 -1.574 2.023
*
```